Record 1
{
  "formula": "C15H23N5O3",
  "method": "ωB97M-V/def2-TZVPD",
  "species": ["H", "N", "C", "N", "N", "C", "C", "C", "C", "N", "C", "O", "C", "N", "C", "C", "C", "C", "C", "C", "C", "C", "O", "O", "H", "H", "H", "H", "H", "H", "H", "H", "H", "H", "H", "H", "H", "H", "H", "H", "H", "H", "H", "H", "H", "H"],
  "xyz": [[0.129, -2.795, 2.402], [-0.194, -2.310, 1.484], [-0.261, -3.133, 0.486], [-0.189, -4.517, 0.732], [-0.320, -2.648, -0.801], [-1.246, -3.227, -1.791], [-0.700, -2.610, -3.167], [-1.181, -1.193, -3.450], [-0.261, 0.024, -2.951], [-0.346, 0.442, -1.629], [0.522, 1.081, -0.860], [1.504, 1.514, -1.258], [0.117, 1.093, 0.614], [-1.076, 0.219, 0.863], [1.342, 0.790, 1.501], [1.104, 1.365, 2.902], [1.532, 2.668, 3.209], [1.046, 3.242, 4.362], [0.243, 2.452, 5.370], [0.090, 1.109, 5.106], [0.414, 0.661, 3.806], [-0.519, 1.301, -3.903], [-1.117, 1.258, -5.019], [0.237, 2.455, -3.586], [0.380, -5.230, 0.136], [-0.371, -4.910, 1.658], [-0.568, -1.529, -0.541], [-0.958, -4.361, -1.674], [-2.324, -3.180, -1.681], [0.409, -2.580, -3.200], [-1.097, -3.258, -3.877], [-1.006, -1.168, -4.573], [-2.269, -0.913, -3.276], [0.716, -0.371, -3.148], [-1.170, 0.223, -1.160], [-0.208, 2.080, 0.839], [-1.963, 0.903, 1.268], [-0.777, -0.654, 1.430], [1.510, -0.224, 1.613], [2.239, 1.235, 1.068], [2.118, 3.348, 2.661], [1.399, 4.320, 4.529], [-0.211, 2.997, 6.161], [-0.404, 0.417, 5.725], [0.053, -0.321, 3.425], [0.803, 2.111, -2.830]],
  "multiplicity": 1,
  "smiles": "[H]/N=C(\\N)NCCC[C@H](NC(=O)[C@@H](N)Cc1ccccc1)C(=O)O",
  "total_charge": 0,
  "relative_energy_kcal_mol": 100.4,
  "orbital_gap_ha": 0.3460
}

Record 2
{
  "formula": "C15H23N5O4",
  "method": "ωB97M-V/def2-TZVPD",
  "species": ["H", "N", "C", "N", "N", "C", "C", "C", "C", "N", "C", "O", "C", "N", "C", "C", "C", "C", "C", "O", "C", "C", "C", "O", "O", "H", "H", "H", "H", "H", "H", "H", "H", "H", "H", "H", "H", "H", "H", "H", "H", "H", "H", "H", "H", "H", "H"],
  "xyz": [[6.767, -1.012, -1.210], [6.119, -1.713, -1.044], [5.059, -1.187, -0.625], [4.851, 0.135, -0.461], [4.037, -2.061, 0.050], [3.204, -1.540, 0.997], [1.892, -0.794, 0.465], [1.633, 0.340, 1.362], [0.407, 1.143, 0.792], [0.725, 1.967, -0.362], [-0.389, 2.555, -1.029], [-0.372, 3.716, -1.412], [-1.717, 1.806, -1.032], [-2.921, 2.520, -1.351], [-1.507, 0.417, -1.731], [-2.481, -0.493, -0.993], [-3.792, -0.139, -0.530], [-4.694, -0.945, 0.146], [-4.164, -2.374, 0.262], [-5.000, -3.427, 0.776], [-2.892, -2.705, -0.159], [-2.050, -1.839, -0.776], [-0.268, 2.221, 1.883], [-0.011, 3.411, 1.764], [-1.067, 1.585, 2.685], [3.902, 0.460, -0.445], [5.594, 0.767, -0.527], [3.958, -2.978, -0.396], [3.655, -0.729, 1.652], [2.764, -2.216, 1.663], [1.125, -1.456, 0.515], [1.979, -0.393, -0.602], [1.359, -0.017, 2.428], [2.568, 1.042, 1.423], [-0.456, 0.528, 0.554], [1.514, 2.620, -0.200], [-1.885, 1.637, 0.054], [-2.641, 3.098, -2.153], [-3.200, 3.019, -0.440], [-0.460, 0.236, -1.732], [-1.751, 0.253, -2.813], [-4.031, 0.900, -0.772], [-5.529, -0.421, 0.591], [-4.544, -4.274, 0.514], [-2.565, -3.707, 0.006], [-1.004, -2.128, -0.856], [-1.726, 2.171, 3.069]],
  "multiplicity": 1,
  "smiles": "[H]/N=C(\\N)NCCC[C@H](NC(=O)[C@@H](N)Cc1ccc(O)cc1)C(=O)O",
  "total_charge": 0,
  "relative_energy_kcal_mol": 110.4,
  "orbital_gap_ha": 0.3169
}

Record 3
{
  "formula": "C15H23NO",
  "method": "ωB97M-V/def2-TZVPD",
  "species": ["C", "C", "C", "C", "C", "C", "C", "C", "O", "C", "C", "N", "C", "C", "C", "C", "C", "H", "H", "H", "H", "H", "H", "H", "H", "H", "H", "H", "H", "H", "H", "H", "H", "H", "H", "H", "H", "H", "H", "H"],
  "xyz": [[5.070, 0.544, -0.998], [3.803, 1.102, -0.346], [4.140, 1.843, 0.949], [2.804, 0.001, -0.088], [3.104, -1.062, 0.759], [2.173, -2.057, 0.980], [0.928, -2.021, 0.374], [0.614, -0.966, -0.474], [-0.558, -0.812, -1.154], [-1.636, -1.688, -0.902], [-2.332, -1.437, 0.456], [-3.228, -0.315, 0.532], [-2.650, 0.999, 0.293], [-3.858, 1.930, 0.102], [-5.072, 0.990, 0.059], [-4.451, -0.372, -0.238], [1.561, 0.035, -0.693], [4.822, 0.018, -1.917], [5.758, 1.353, -1.236], [5.575, -0.150, -0.331], [3.350, 1.818, -1.040], [4.622, 1.177, 1.661], [3.235, 2.236, 1.406], [4.814, 2.672, 0.744], [4.065, -1.115, 1.247], [2.412, -2.880, 1.637], [0.224, -2.815, 0.570], [-1.309, -2.733, -0.965], [-2.337, -1.503, -1.720], [-2.907, -2.332, 0.714], [-1.562, -1.288, 1.219], [-2.034, 1.277, 1.152], [-2.014, 1.013, -0.603], [-3.765, 2.488, -0.829], [-3.945, 2.647, 0.916], [-5.559, 0.960, 1.033], [-5.806, 1.286, -0.689], [-5.068, -1.206, 0.102], [-4.280, -0.481, -1.323], [1.294, 0.843, -1.357]],
  "multiplicity": 1,
  "smiles": "CC(C)c1cccc(OCCN2CCCC2)c1",
  "total_charge": 0,
  "relative_energy_kcal_mol": 32.7,
  "orbital_gap_ha": 0.3279
}

Record 4
{
  "formula": "C15H23NO",
  "method": "ωB97M-V/def2-TZVPD",
  "species": ["C", "C", "C", "C", "C", "N", "C", "O", "C", "C", "C", "C", "C", "C", "C", "C", "C", "H", "H", "H", "H", "H", "H", "H", "H", "H", "H", "H", "H", "H", "H", "H", "H", "H", "H", "H", "H", "H", "H", "H"],
  "xyz": [[-2.765, 0.729, 4.049], [-2.491, 0.194, 2.644], [-2.932, -1.263, 2.545], [-1.005, 0.358, 2.309], [-0.678, 0.026, 0.852], [0.701, 0.323, 0.540], [1.584, -0.621, 0.149], [1.293, -1.795, 0.054], [2.992, -0.108, -0.124], [3.510, -0.646, -1.460], [2.994, 0.165, -2.654], [1.493, 0.227, -2.694], [0.747, -0.915, -2.959], [-0.634, -0.869, -2.970], [-1.293, 0.325, -2.727], [-0.561, 1.471, -2.471], [0.822, 1.419, -2.453], [-3.822, 0.639, 4.292], [-2.196, 0.164, 4.785], [-2.484, 1.776, 4.128], [-3.073, 0.786, 1.928], [-2.830, -1.635, 1.529], [-3.975, -1.361, 2.840], [-2.330, -1.886, 3.202], [-0.410, -0.282, 2.963], [-0.713, 1.395, 2.501], [-0.805, -1.039, 0.654], [-1.332, 0.593, 0.181], [0.984, 1.289, 0.579], [3.624, -0.487, 0.682], [3.025, 0.982, -0.107], [4.602, -0.624, -1.468], [3.189, -1.685, -1.548], [3.400, 1.179, -2.602], [3.363, -0.297, -3.573], [1.254, -1.849, -3.150], [-1.200, -1.767, -3.170], [-2.373, 0.361, -2.738], [-1.067, 2.408, -2.286], [1.388, 2.320, -2.255]],
  "multiplicity": 1,
  "smiles": "CC(C)CCNC(=O)CCCc1ccccc1",
  "total_charge": 0,
  "relative_energy_kcal_mol": 0.3,
  "orbital_gap_ha": 0.3570
}

Record 5
{
  "formula": "C15H23NO2",
  "method": "ωB97M-V/def2-TZVPD",
  "species": ["C", "C", "C", "C", "C", "C", "O", "C", "C", "C", "N", "C", "C", "O", "C", "C", "C", "C", "H", "H", "H", "H", "H", "H", "H", "H", "H", "H", "H", "H", "H", "H", "H", "H", "H", "H", "H", "H", "H", "H", "H"],
  "xyz": [[-3.259, -2.184, 1.292], [-2.580, -1.240, 0.202], [-2.495, -1.500, -1.161], [-2.072, -0.750, -2.090], [-1.631, 0.344, -1.821], [-1.768, 0.804, -0.279], [-1.370, 2.196, 0.042], [-0.239, 2.603, -0.685], [1.058, 2.069, -0.634], [1.569, 1.611, 0.602], [2.219, 0.343, 0.967], [3.555, 0.146, 0.126], [4.023, -1.168, 0.218], [3.317, -1.932, -0.584], [1.821, -1.611, -0.401], [1.433, -0.836, 0.621], [-2.354, -0.111, 0.783], [-2.360, 0.441, 1.936], [-2.592, -2.382, 1.990], [-4.288, -1.614, 1.800], [-3.542, -3.182, 0.884], [-3.014, -2.540, -1.181], [-2.051, -0.992, -3.277], [-1.216, 1.397, -2.374], [-0.117, 3.571, -0.016], [-0.646, 3.007, -1.568], [0.802, 1.033, -1.343], [1.796, 2.601, -1.219], [0.773, 1.537, 1.498], [2.264, 2.528, 1.024], [4.278, 1.161, 0.489], [3.306, 0.556, -0.872], [5.115, -1.160, -0.371], [4.192, -1.588, 1.188], [1.560, -1.042, -1.261], [1.266, -2.413, -0.785], [1.523, -1.353, 1.762], [0.413, -0.465, 0.719], [-3.425, 0.438, 2.308], [-1.735, -0.320, 2.672], [-1.996, 1.619, 2.209]],
  "multiplicity": 1,
  "smiles": "Cc1cccc(OCCCN2CCOCC2)c1C",
  "total_charge": 0,
  "relative_energy_kcal_mol": 362.8,
  "orbital_gap_ha": 0.3233
}

Record 6
{
  "formula": "C15H23NO2",
  "method": "ωB97M-V/def2-TZVPD",
  "species": ["C", "C", "O", "C", "O", "C", "C", "N", "C", "C", "C", "C", "C", "C", "C", "C", "C", "C", "H", "H", "H", "H", "H", "H", "H", "H", "H", "H", "H", "H", "H", "H", "H", "H", "H", "H", "H", "H", "H", "H", "H"],
  "xyz": [[4.725, 2.543, 2.511], [4.132, 2.115, 1.188], [3.136, 1.144, 1.325], [3.126, 0.220, 0.316], [3.314, 0.502, -0.840], [2.515, -1.125, 0.622], [3.585, -2.184, 0.501], [4.203, -3.207, 0.407], [1.398, -1.544, -0.309], [0.093, -0.801, 0.156], [-1.091, -0.748, -0.829], [-0.961, 0.239, -2.054], [-2.413, 0.503, -2.372], [-3.273, 0.010, -1.441], [-4.754, 0.032, -1.676], [-2.557, -0.530, -0.220], [-3.309, -1.799, 0.358], [-2.465, 0.698, 0.813], [5.550, 1.888, 2.881], [3.987, 2.655, 3.356], [5.055, 3.591, 2.331], [3.661, 3.088, 0.715], [4.905, 1.894, 0.423], [2.260, -1.182, 1.685], [1.462, -1.404, -1.348], [1.221, -2.617, -0.216], [0.439, 0.217, 0.201], [-0.242, -1.090, 1.142], [-1.038, -1.802, -1.273], [-0.397, -0.169, -2.906], [-0.492, 1.102, -1.689], [-2.784, 0.824, -3.342], [-5.251, -0.885, -1.922], [-5.263, 0.419, -0.811], [-4.910, 0.715, -2.528], [-4.251, -1.515, 0.795], [-2.798, -2.307, 1.214], [-3.330, -2.534, -0.427], [-1.715, 1.419, 0.407], [-2.110, 0.387, 1.854], [-3.364, 1.236, 0.998]],
  "multiplicity": 1,
  "smiles": "CCOC(=O)[C@H](C#N)CC[C@@H]1CC=C(C)C1(C)C",
  "total_charge": 0,
  "relative_energy_kcal_mol": 75.1,
  "orbital_gap_ha": 0.3469
}